# 1
# C4H12P2S2

2 unconnected molecules or ions with the total composition C4H12P2S2 in a non-equilibrium geometry (ωB97M-V with the def2-TZVPD basis set, the OMol25 dataset).

XYZ file:
```
20
Properties=species:S:1:pos:R:3:forces:R:3
C 1.6841 1.5052 0.3002 -3.02 0.94 0.81
C -0.0894 -1.9576 0.0941 1.07 3.19 0.58
C 1.1891 0.2050 0.9797 -0.04 0.85 0.00
C 0.9734 -0.9007 0.0356 -2.89 -1.62 0.17
P -1.7124 1.1588 0.9068 1.22 0.93 0.40
P -1.5908 -0.3613 -2.0695 1.06 -3.07 -0.65
S -0.1417 0.4338 2.1819 -0.06 -0.08 -0.03
S 0.2137 0.2675 -2.5224 0.80 0.67 0.95
H 1.2116 1.8325 -0.6374 -0.15 -0.57 0.47
H 1.5855 2.3181 1.0292 0.17 -0.10 -0.09
H 2.6654 1.3389 0.1305 3.35 -0.21 -0.83
H -0.8859 -1.6139 -0.6942 -0.05 0.03 0.06
H -0.6929 -1.9129 1.0112 0.51 -0.47 -0.17
H 0.2888 -2.8785 -0.2671 0.08 -1.04 -0.15
H 2.0595 0.0143 1.6400 -0.39 -0.62 -0.18
H 1.7011 -1.0730 -0.6752 1.77 -0.35 -1.15
H -2.2424 1.6348 2.1190 -0.58 0.23 -0.05
H -0.9945 2.4226 0.6833 -0.76 -0.69 -0.05
H -2.6354 0.4267 -2.1183 -1.79 2.37 -0.05
H -1.9083 -1.0345 -3.2547 -0.33 -0.38 -0.05
```
Positions in Å, forces in eV/Å.

Spin multiplicity   1
Highest occupied orbital energy (alpha / beta)   -7.8 / -7.8 eV
HOMO-LUMO gap (alpha / beta)   6.9067 / 7.0731 eV
Charge   0

# 2
# C4H12S

2 unconnected molecules or ions with the total composition C4H12S in a non-equilibrium geometry (ωB97M-V with the def2-TZVPD basis set, the OMol25 dataset).

XYZ file:
```
17
Properties=species:S:1:pos:R:3:forces:R:3
C -0.8417 -2.4308 -0.0748 -0.43 -2.11 0.49
S -2.5711 -2.2861 0.5914 0.40 1.01 -0.40
H -1.0227 -3.2976 -0.7380 1.01 -0.08 0.64
H -0.3444 -1.7378 -0.6995 -0.35 1.75 -0.68
H -0.1748 -2.5597 0.7802 -0.03 -0.69 -0.11
H -2.8823 -2.0175 -0.7166 -0.61 0.03 0.01
C 0.4265 2.0371 1.1007 -0.10 3.34 -0.46
C 0.2312 0.8471 0.1378 1.01 3.17 -2.82
C 1.3984 0.7513 -0.9599 -1.10 -1.31 0.91
H -0.5964 2.4601 1.4003 1.35 -0.51 -0.34
H 1.0626 3.0338 0.6976 -1.73 -2.73 0.50
H 0.9452 1.8368 2.0386 0.02 -0.51 -0.09
H -0.7194 0.9531 -0.4347 0.59 0.28 0.31
H 0.0229 0.0321 0.7227 0.25 -2.45 1.17
H 1.1415 0.0259 -1.7887 0.72 -0.04 1.39
H 1.5207 1.6134 -1.5474 -0.67 1.95 -0.50
H 2.4036 0.7389 -0.5096 -0.31 -1.10 -0.02
```
Positions in Å, forces in eV/Å.

Spin multiplicity   2
Highest occupied orbital energy (alpha / beta)   1.1 / -4.7 eV
HOMO-LUMO gap (alpha / beta)   2.6082 / 8.3186 eV
Charge   -1

# 3
# C4H12S

2 unconnected molecules or ions with the total composition C4H12S in a non-equilibrium geometry (ωB97M-V with the def2-TZVPD basis set, the OMol25 dataset).

XYZ file:
```
17
Properties=species:S:1:pos:R:3:forces:R:3
C 2.2207 -0.8730 -0.8795 -2.81 -2.44 1.39
S 1.6805 0.8081 -0.2624 2.06 -2.02 -2.56
C 2.9345 1.4030 -1.5570 -0.68 3.02 3.39
H 3.1471 -1.2737 -0.5262 0.75 0.44 1.21
H 1.4184 -1.6271 -0.5200 1.26 1.03 -0.59
H 2.3836 -1.1071 -1.9332 -0.86 1.13 -0.43
H 3.9201 0.9876 -1.2396 -0.91 -0.49 -1.42
H 3.0735 2.4045 -1.0240 -0.14 -0.37 -1.85
H 2.4194 1.4599 -2.5491 1.30 -0.31 0.86
C -2.1783 0.0327 1.5177 0.46 -2.72 -1.07
C -3.5619 -0.5163 1.0599 1.93 -3.50 -0.98
H -1.4358 0.0404 0.6318 -1.04 0.43 1.73
H -2.4122 0.9483 1.9964 0.58 1.29 0.04
H -1.7902 -0.6569 2.3338 -0.21 0.85 -1.07
H -3.6899 -1.7033 1.1881 0.48 2.61 -0.57
H -3.8946 -0.2156 0.0719 0.36 -0.12 -0.31
H -4.2347 -0.1116 1.6914 -2.55 1.16 2.23
```
Positions in Å, forces in eV/Å.

Spin multiplicity   1
Structure (SMILES)   CSC.CC
Highest occupied orbital energy   -8.8 eV
HOMO-LUMO gap   9.7329 eV
Charge   0

# 4
# C4H12S

2 unconnected molecules or ions with the total composition C4H12S in a non-equilibrium geometry (ωB97M-V with the def2-TZVPD basis set, the OMol25 dataset).

XYZ file:
```
17
Properties=species:S:1:pos:R:3:forces:R:3
C 1.0301 -1.8689 0.0026 0.02 0.41 -1.50
S 2.3494 -0.7351 -0.5790 0.15 -1.17 -1.78
C 2.0103 -1.0229 -2.4221 0.58 -1.59 0.54
H 0.5972 -1.1893 0.6994 -1.10 -0.43 0.86
H 0.4348 -1.9629 -0.9248 -0.32 0.08 1.00
H 1.2246 -2.8944 0.3430 0.57 0.60 0.20
H 1.2979 -0.3204 -2.7770 -0.50 0.85 -0.23
H 1.5470 -2.0434 -2.6076 0.78 1.09 0.53
H 2.9244 -0.9832 -3.0294 -0.20 0.18 0.38
C -2.1603 1.1782 1.7306 1.11 -1.70 1.53
C -1.1914 2.0420 0.8284 -0.73 2.36 5.38
H -2.9703 0.5357 1.3148 1.08 0.29 -0.38
H -1.6051 0.5711 2.5997 -0.59 0.52 -2.49
H -2.7033 1.7175 2.4464 -1.00 1.82 0.58
H -0.2994 2.1522 1.5017 0.13 -1.07 -1.40
H -1.3940 3.1918 0.9917 -0.64 -2.11 -1.50
H -1.0918 1.6320 -0.1184 0.66 -0.14 -1.73
```
Positions in Å, forces in eV/Å.

Spin multiplicity   1
Structure (SMILES)   CSC.CC
Highest occupied orbital energy   -8.5 eV
HOMO-LUMO gap   9.5317 eV
Charge   0

# 5
# C4H12S

2 unconnected molecules or ions with the total composition C4H12S in a non-equilibrium geometry (ωB97M-V with the def2-TZVPD basis set, the OMol25 dataset).

XYZ file:
```
17
Properties=species:S:1:pos:R:3:forces:R:3
C -0.4159 2.1702 1.1133 0.11 -0.47 -0.23
C -0.1528 1.6649 -0.3175 -0.09 0.55 0.40
S 1.5140 0.9875 -0.5562 0.12 0.01 -0.25
H -0.6804 3.2222 1.1885 -0.58 -0.11 -0.22
H 0.4848 2.1096 1.6721 1.02 -0.07 0.49
H -1.0865 1.4993 1.6392 -0.51 0.25 0.03
H -0.9022 0.9502 -0.6462 -0.01 -0.04 0.01
H -0.2025 2.5255 -0.9838 0.11 -0.18 -0.25
H 1.5309 0.0947 0.4437 -0.20 0.02 0.02
C -1.1699 -2.7140 -0.7185 0.69 0.29 1.16
C -0.9738 -2.7950 0.8103 -0.20 0.31 -0.28
H -1.5775 -3.6662 -1.0413 0.09 0.09 -0.53
H -0.1953 -2.4857 -1.1489 -0.14 -0.24 -0.45
H -1.8271 -1.8816 -0.9621 -0.23 -0.19 -0.14
H -0.0795 -3.3289 1.1139 0.21 -0.10 -0.18
H -0.9372 -1.8062 1.2671 0.05 0.04 0.01
H -1.8041 -3.3259 1.2399 -0.45 -0.14 0.40
```
Positions in Å, forces in eV/Å.

Spin multiplicity   1
Structure (SMILES)   CCS.CC
Highest occupied orbital energy   -9.0 eV
HOMO-LUMO gap   9.9753 eV
Charge   0

# 6
# C4H12S

2 unconnected molecules or ions with the total composition C4H12S in a non-equilibrium geometry (ωB97M-V with the def2-TZVPD basis set, the OMol25 dataset).

XYZ file:
```
17
Properties=species:S:1:pos:R:3:forces:R:3
C -0.2150 1.1801 -2.0515 0.16 -2.09 -2.75
C -1.0693 0.8607 -0.8562 -0.87 -4.87 -0.87
S -2.8890 1.0840 -1.0454 0.77 1.82 1.65
H -0.8270 1.2873 -3.0286 0.87 -0.46 1.62
H 0.6317 0.4092 -2.2550 -1.71 0.78 0.42
H 0.3618 2.0402 -2.0198 0.69 2.18 0.57
H -1.0331 -0.3815 -0.7245 0.05 3.37 -0.23
H -0.7619 1.2710 0.0715 0.29 0.43 0.62
H -2.8286 2.0093 0.0207 -0.75 -0.93 -1.35
C 0.9339 -1.6666 2.1460 0.43 -0.89 -1.26
C 1.2609 -0.7575 0.8656 -1.18 -0.07 2.11
H 0.7906 -1.1033 3.1397 0.36 -0.81 -1.71
H -0.0692 -2.1936 1.8590 2.02 0.41 0.98
H 1.8851 -2.4081 2.1886 -2.62 1.40 0.43
H 0.3623 -0.3645 0.4136 -0.14 0.17 0.59
H 1.6216 -1.3593 0.0552 1.10 -0.24 -0.12
H 1.8453 0.0927 1.2211 0.52 -0.22 -0.69
```
Positions in Å, forces in eV/Å.

Spin multiplicity   1
Structure (SMILES)   CCS.CC
Highest occupied orbital energy   -9.0 eV
HOMO-LUMO gap   9.8198 eV
Charge   0

# 7
# C4H12S

2 unconnected molecules or ions with the total composition C4H12S in a non-equilibrium geometry (ωB97M-V with the def2-TZVPD basis set, the OMol25 dataset).

XYZ file:
```
17
Properties=species:S:1:pos:R:3:forces:R:3
C -0.0986 -0.9596 -1.5110 -1.03 -2.14 3.12
C 1.1166 -0.2536 -1.9022 3.43 1.07 -3.71
S 1.2380 1.4856 -1.5355 1.06 1.15 2.01
H 0.1188 -1.2858 -0.4086 -0.50 -0.23 -1.86
H -0.3140 -1.8686 -2.1800 0.09 1.43 1.18
H -0.9853 -0.3148 -1.2636 0.80 -0.44 -1.30
H 2.1738 -0.6062 -1.6693 -1.75 -0.47 0.29
H 1.2543 -0.1905 -3.0514 -0.67 -0.37 1.51
H 2.1563 1.4571 -0.4329 -1.37 -0.05 -1.43
C -1.4037 0.7443 1.3125 -0.97 -2.94 3.61
C -0.3033 -0.0365 2.1351 1.89 1.71 -1.70
H -1.1170 1.7175 1.0195 0.17 0.89 -0.28
H -1.7261 0.0951 0.5257 -0.12 0.12 -0.77
H -2.2702 0.6936 2.0701 0.85 0.86 -1.39
H 0.6841 0.0276 1.5720 -0.86 0.35 0.73
H -0.3798 -1.0996 2.1873 -0.96 -0.73 0.26
H -0.1440 0.3944 3.1321 -0.08 -0.19 -0.28
```
Positions in Å, forces in eV/Å.

Spin multiplicity   1
Structure (SMILES)   CCS.CC
Highest occupied orbital energy   -9.0 eV
HOMO-LUMO gap   9.8365 eV
Charge   0

# 8
# C4H12S

2 unconnected molecules or ions with the total composition C4H12S in a non-equilibrium geometry (ωB97M-V with the def2-TZVPD basis set, the OMol25 dataset).

XYZ file:
```
17
Properties=species:S:1:pos:R:3:forces:R:3
C -2.1909 -2.1487 0.9725 -0.30 -0.72 0.31
S -2.6504 -2.0674 -0.7674 0.05 1.14 -0.49
C -2.5532 -0.2124 -1.0623 1.27 -1.06 0.52
H -2.4853 -1.2182 1.4566 0.23 -0.16 0.15
H -2.7807 -2.9684 1.3909 -0.20 0.22 0.08
H -1.1616 -2.4600 1.1827 0.03 0.61 -0.33
H -1.9840 0.1738 -0.2056 -0.75 0.15 0.04
H -3.5255 0.2418 -1.2277 0.10 -0.02 0.16
H -1.8442 -0.0119 -1.8635 -0.42 -0.16 -0.46
C 2.0412 1.2001 -0.4800 -0.17 0.99 0.59
C 3.2169 1.4440 0.4803 1.17 -1.31 0.10
H 2.1681 0.6534 -1.4141 0.54 -0.44 0.41
H 1.2392 0.7761 0.1187 -0.35 -0.10 -0.43
H 1.7500 2.1945 -0.8326 -0.47 -0.13 0.18
H 4.0596 0.7560 0.3694 0.02 -0.12 -0.71
H 3.6506 2.4195 0.3321 0.01 0.42 0.27
H 3.0502 1.2280 1.5499 -0.76 0.70 -0.40
```
Positions in Å, forces in eV/Å.

Spin multiplicity   1
Structure (SMILES)   CSC.CC
Highest occupied orbital energy   -8.5 eV
HOMO-LUMO gap   9.4597 eV
Charge   0

# 9
# C4H12S

2 unconnected molecules or ions with the total composition C4H12S in a non-equilibrium geometry (ωB97M-V with the def2-TZVPD basis set, the OMol25 dataset).

XYZ file:
```
17
Properties=species:S:1:pos:R:3:forces:R:3
C 2.4415 0.0148 0.0067 1.16 -0.65 -0.80
S 1.8663 -1.2211 1.2749 -1.43 0.27 -0.84
C 0.1462 -0.4417 1.6100 -0.02 -1.62 -2.03
H 2.8566 0.8879 0.6367 -0.84 -1.00 -1.77
H 3.2921 -0.5071 -0.6175 -1.26 1.01 1.67
H 1.6976 0.2045 -0.8564 0.76 0.20 1.93
H 0.4779 0.3693 2.1585 -0.16 1.94 1.14
H -0.6231 -1.0395 2.1767 1.28 0.26 -0.64
H -0.2796 -0.1256 0.6051 0.49 -0.41 1.34
C -2.2704 1.6239 -1.7792 2.24 -1.52 -1.14
C -3.5938 0.8509 -2.0526 0.05 1.06 1.16
H -1.4340 0.9478 -1.2072 -2.11 1.61 -1.48
H -1.7494 2.0644 -2.7440 -1.13 -1.01 1.93
H -2.5194 2.4270 -1.1411 0.20 1.08 0.70
H -4.4091 1.1896 -1.3953 0.30 0.55 -0.09
H -3.5138 -0.1396 -1.6804 0.23 -1.32 -0.60
H -3.9973 0.9718 -3.0432 0.22 -0.44 -0.49
```
Positions in Å, forces in eV/Å.

Spin multiplicity   1
Structure (SMILES)   CSC.CC
Highest occupied orbital energy   -8.5 eV
HOMO-LUMO gap   9.4663 eV
Charge   0

# 10
# C4H12S

2 unconnected molecules or ions with the total composition C4H12S (ωB97M-V with the def2-TZVPD basis set, the OMol25 dataset).

XYZ file:
```
17
Properties=species:S:1:pos:R:3:forces:R:3
C -1.8453 0.2300 -0.7622 0.25 -0.16 -0.93
S -1.7973 1.1216 0.7794 0.15 0.07 0.39
C -0.9712 2.6625 0.3165 -0.03 -0.17 -0.43
H -1.5911 -0.8134 -0.6109 -0.05 -0.16 0.24
H -2.7928 0.2702 -1.2841 -0.38 0.10 0.14
H -1.1122 0.6104 -1.4742 0.17 0.14 0.18
H -0.1160 2.4837 -0.3468 -0.14 -0.13 0.22
H -0.5956 3.0733 1.2527 -0.15 0.25 -0.13
H -1.6631 3.3349 -0.2015 0.18 0.04 0.32
C 1.7167 -1.4133 -0.4336 -0.25 0.17 0.31
C 1.4231 -1.8550 1.0188 -0.19 -0.27 -0.53
H 2.2654 -2.1381 -1.0365 -0.03 -0.02 0.16
H 0.7827 -1.1725 -0.9424 0.04 -0.20 -0.14
H 2.2795 -0.4855 -0.4271 0.21 0.11 -0.07
H 0.3804 -1.6267 1.2581 0.22 0.06 0.21
H 1.5610 -2.9273 1.1705 -0.03 0.03 -0.11
H 2.0756 -1.3549 1.7232 0.03 0.15 0.18
```
Positions in Å, forces in eV/Å.

Spin multiplicity   1
Structure (SMILES)   CSC.CC
Highest occupied orbital energy   -8.5 eV
HOMO-LUMO gap   9.5113 eV
Charge   0

# 11
# C4H12S

2 unconnected molecules or ions with the total composition C4H12S in a non-equilibrium geometry (ωB97M-V with the def2-TZVPD basis set, the OMol25 dataset).

XYZ file:
```
17
Properties=species:S:1:pos:R:3:forces:R:3
C -0.9702 1.0440 1.3538 0.09 0.81 2.32
C 0.4238 -1.0342 2.7786 -0.15 4.35 0.99
S -1.2400 -0.2078 2.7391 1.76 1.16 -1.18
H -1.2249 0.4835 0.5059 -0.95 -0.53 -1.38
H -1.4849 2.0267 1.5178 -0.17 -1.34 -0.11
H 0.0726 1.2764 1.2413 0.65 -0.18 0.35
H 0.4817 -1.4169 3.7331 0.10 -0.65 2.55
H 1.3298 -0.3903 2.6203 -1.24 -0.53 -0.46
H 0.2770 -1.8650 2.2432 -0.09 -3.05 -2.94
C -0.2306 0.5633 -2.1674 -1.82 -1.64 -1.11
C 0.8282 -0.4675 -2.4236 2.34 -1.43 0.45
H -0.7476 0.4991 -3.1104 -1.14 0.49 -0.21
H -0.9817 0.3011 -1.3606 0.98 0.22 -0.95
H 0.0722 1.5715 -2.1217 0.75 1.09 0.55
H 1.3583 -0.6300 -1.4291 0.22 -0.08 -1.59
H 1.5188 -0.2809 -3.3267 -0.60 0.67 1.84
H 0.5174 -1.4729 -2.7936 -0.74 0.65 0.86
```
Positions in Å, forces in eV/Å.

Spin multiplicity   2
Highest occupied orbital energy (alpha / beta)   -14.2 / -14.2 eV
HOMO-LUMO gap (alpha / beta)   10.2720 / 5.5833 eV
Charge   +1

# 12
# C4H12S2

2 unconnected molecules or ions with the total composition C4H12S2 in a non-equilibrium geometry (ωB97M-V with the def2-TZVPD basis set, the OMol25 dataset).

XYZ file:
```
18
Properties=species:S:1:pos:R:3:forces:R:3
C -2.0825 -0.8509 0.5366 -0.64 -0.82 0.74
C -1.4212 -0.3428 1.8063 0.34 0.38 0.56
C -2.2352 -0.6174 3.0877 -0.32 0.80 -1.09
H -2.6255 -1.7612 0.8202 -0.21 0.06 -0.09
H -1.4329 -1.2016 -0.2537 0.44 0.51 -0.20
H -2.8167 -0.1396 0.1785 -0.08 0.09 -0.30
H -1.2353 0.7376 1.7771 0.04 -0.11 -0.29
H -0.4517 -0.8113 1.9458 0.28 -0.06 -0.11
H -2.2211 -1.6849 3.2823 -0.12 -0.01 0.46
H -1.8737 0.0163 3.8948 0.29 -0.47 0.31
H -3.2630 -0.2658 2.9298 -0.02 -0.37 0.00
C 2.1773 -0.8351 -2.0905 0.18 -0.45 -0.07
S 1.4949 -0.1682 -0.5801 -0.20 -0.28 0.42
S 0.4117 1.5615 -1.0128 -0.24 0.14 0.44
H 3.0721 -0.3015 -2.3731 0.18 0.17 -0.23
H 1.5356 -1.0109 -2.9552 -0.34 0.38 0.26
H 2.4621 -1.8321 -1.7462 0.21 0.00 -0.07
H 0.6737 1.6162 -2.2979 0.22 0.02 -0.75
```
Positions in Å, forces in eV/Å.

Spin multiplicity   1
Structure (SMILES)   CCC.CSS
Highest occupied orbital energy   -8.1 eV
HOMO-LUMO gap   8.7262 eV
Charge   0

Let's list DFT total energy in order: -1638.5450; -557.6709; -557.6944; -557.7022; -557.7602; -557.7039; -557.7222; -557.7443; -557.7133; -557.7612; -557.4020; -955.9413 hartree.
Let's list energy above the lowest of the compared OMol25 structures with the same formula, charge and spin in order: 3.902; 1.379; 2.069; 1.856; 0.279; 1.810; 1.312; 0.709; 1.553; 0.252; 1.414; 0.630 eV.